DFT (ωB97M-V with the def2-TZVPD basis set) results for 2 unconnected molecules or ions with the total composition C32H36N2O5S in a non-equilibrium geometry.

Calculated values
LUMO, eV: -1.99
Charge: 0

Cartesian coordinates (Å):
C (2.56, 5.76, -1.19)
N (2.22, 4.35, -1.28)
C (3.18, 3.42, -1.55)
O (4.37, 3.68, -1.74)
C (2.52, 2.05, -1.56)
C (3.07, 1.12, -0.49)
C (4.54, 0.81, -0.69)
C (5.45, 1.16, 0.30)
C (6.81, 0.96, 0.10)
C (7.26, 0.40, -1.10)
C (6.34, 0.00, -2.08)
C (4.97, 0.22, -1.88)
N (1.10, 2.37, -1.34)
C (0.20, 1.37, -1.19)
C (-1.14, 1.52, -0.88)
C (-2.05, 0.48, -0.64)
C (-3.47, 0.70, -0.71)
C (-4.43, -0.36, -0.79)
C (-5.80, -0.11, -0.85)
C (-6.29, 1.20, -0.90)
C (-5.38, 2.26, -0.87)
C (-4.01, 2.02, -0.77)
C (0.86, 3.83, -1.13)
C (0.34, 4.15, 0.27)
C (-0.03, 4.42, -2.22)
H (3.65, 5.85, -1.24)
H (2.12, 6.32, -2.02)
H (2.20, 6.18, -0.25)
H (2.64, 1.62, -2.57)
H (2.92, 1.59, 0.49)
H (2.49, 0.19, -0.51)
H (5.06, 1.61, 1.22)
H (7.52, 1.26, 0.88)
H (8.33, 0.28, -1.27)
H (6.69, -0.46, -3.01)
H (4.24, -0.07, -2.64)
H (0.60, 0.36, -1.36)
H (-1.50, 2.54, -0.87)
H (-1.68, -0.53, -0.50)
H (-4.06, -1.38, -0.79)
H (-6.49, -0.95, -0.86)
H (-7.36, 1.39, -0.93)
H (-5.73, 3.30, -0.89)
H (-3.34, 2.88, -0.72)
H (1.04, 3.77, 1.02)
H (0.24, 5.23, 0.38)
H (-0.64, 3.69, 0.45)
H (0.45, 4.29, -3.20)
H (-1.01, 3.93, -2.24)
H (-0.17, 5.49, -2.03)
C (2.84, -3.49, 0.49)
C (1.49, -3.59, -0.15)
O (0.51, -3.16, 0.83)
C (-0.66, -2.70, 0.30)
C (-1.67, -2.61, 1.33)
S (-3.25, -3.24, 1.12)
C (-3.54, -4.32, 2.54)
C (-3.53, -5.70, 2.36)
C (-3.89, -6.54, 3.41)
C (-4.23, -6.01, 4.66)
C (-4.21, -4.62, 4.85)
C (-3.87, -3.77, 3.79)
O (-4.19, -2.17, 1.38)
O (-3.36, -4.07, -0.05)
O (-0.78, -2.38, -0.89)
H (3.59, -3.89, -0.20)
H (3.11, -2.45, 0.70)
H (2.89, -4.06, 1.43)
H (1.42, -2.96, -1.04)
H (1.24, -4.64, -0.41)
H (-1.34, -2.52, 2.35)
H (-3.25, -6.10, 1.39)
H (-3.90, -7.62, 3.24)
H (-4.52, -6.67, 5.48)
H (-4.45, -4.19, 5.82)
H (-3.85, -2.70, 3.93)

Atomic partial charges in e from the Mulliken method, atoms 1 to 2:
1. C -1.00
2. N 0.26